Formula: C19H27BF2N3O2Pt
Source: the OMol25 dataset
Level of theory: ωB97M-V/def2-TZVPD

```
55
Properties=species:S:1:pos:R:3:forces:R:3
Pt 0.1223 -0.9558 -0.1664 0.64 -1.26 0.28
F 0.6857 -0.7798 5.2001 0.10 0.14 0.23
C 0.2850 -1.4756 4.1914 -0.10 -0.18 -0.19
C 0.5419 -0.9817 2.8905 0.08 -0.04 -0.28
C 0.1181 -1.7025 1.8152 0.13 0.65 -0.16
C -0.5889 -2.9354 1.9871 -0.12 -0.26 -0.50
C -0.8127 -3.3819 3.3336 0.12 0.19 0.43
F -1.4379 -4.5105 3.5594 -0.09 -0.16 -0.10
C -0.3882 -2.6736 4.4208 -0.11 -0.24 0.04
C -1.0283 -3.6339 0.8009 -0.13 -0.25 0.50
C -1.7473 -4.8440 0.8015 0.05 0.15 0.00
C -2.1183 -5.4238 -0.4028 -0.04 -0.04 -0.22
C -1.7784 -4.8029 -1.5905 -0.04 -0.10 0.21
C -1.0724 -3.5944 -1.5316 0.04 0.01 -0.04
N -0.7136 -3.0459 -0.3879 0.31 0.78 -0.21
H 1.0625 -0.0366 2.7987 -0.06 0.02 0.05
H -0.5679 -3.0412 5.4235 0.00 0.05 0.00
H -2.0236 -5.3222 1.7252 0.03 0.00 0.02
H -2.6734 -6.3527 -0.4048 0.00 0.00 0.00
H -2.0520 -5.2228 -2.5487 0.01 0.03 -0.01
H -0.8017 -3.0693 -2.4384 -0.02 0.03 0.01
N 5.0356 0.6335 -2.1523 0.02 0.01 0.05
C 4.5508 0.5293 -0.7262 -0.29 -0.09 0.30
C 3.0305 0.4006 -0.5658 0.12 0.04 -0.17
N 2.4317 -0.9262 -0.8164 -0.44 -0.11 0.15
H 6.0077 0.9585 -2.1695 0.06 0.00 -0.02
H 4.4866 1.3100 -2.6894 0.01 0.03 -0.06
H 5.0209 -0.2600 -2.6477 -0.02 -0.02 -0.06
H 4.8603 1.4463 -0.2274 0.05 0.01 -0.06
H 5.0752 -0.3032 -0.2582 0.10 0.02 -0.08
H 2.5088 1.1346 -1.1846 -0.08 0.00 0.08
H 2.8213 0.6604 0.4712 -0.02 0.07 -0.01
H 2.8720 -1.6561 -0.2631 0.07 -0.01 -0.03
H 2.4661 -1.1977 -1.7936 -0.04 -0.05 -0.01
C -2.7630 2.7618 -2.2415 0.15 -0.31 0.40
C -2.2480 2.5367 -0.8134 0.02 0.97 -0.92
C -3.2727 3.0383 0.1790 0.07 -0.25 0.21
O -2.0591 1.1026 -0.6425 0.11 -1.20 0.18
B -0.7542 0.8299 -0.7975 -0.87 1.83 -0.05
O 0.0404 1.9253 -0.9632 0.77 -0.88 -0.29
C -0.7818 3.0898 -0.6199 -0.65 0.53 0.97
C -0.4856 3.4030 0.8540 0.14 -0.28 -0.42
C -0.4033 4.2699 -1.4827 0.08 -0.17 -0.20
H -3.6682 2.1733 -2.3848 -0.01 0.03 -0.01
H -2.0240 2.4503 -2.9803 -0.03 0.04 -0.06
H -3.0071 3.8122 -2.3850 0.02 0.01 -0.09
H -4.2509 2.6187 -0.0526 0.02 0.00 -0.07
H -3.3558 4.1229 0.1176 0.04 0.02 0.03
H -3.0254 2.7497 1.2002 0.00 0.10 -0.01
H -0.7530 2.5501 1.4825 -0.03 0.08 0.08
H -1.0329 4.2826 1.1845 -0.03 -0.02 0.04
H 0.5819 3.6013 0.9620 -0.03 0.03 0.04
H -0.4610 4.0396 -2.5446 -0.07 0.03 0.01
H 0.6138 4.5939 -1.2609 -0.01 -0.02 0.07
H -1.0689 5.1048 -1.2646 -0.02 0.01 -0.03
```
Positions in Å, forces in eV/Å.

Calculated values
charge	+3
Kohn-Sham gap (alpha / beta)	7.91 / 5.10	eV
⟨S²⟩	6.039
HOMO (alpha / beta)	-17.204 / -17.542	eV
spin multiplicity	5

---

Formula: C19H27BrClN10
Source: the OMol25 dataset
Level of theory: ωB97M-V/def2-TZVPD

```
58
Properties=species:S:1:pos:R:3:forces:R:3
Cl 2.5517 -0.8467 -1.8995 -0.64 0.04 -0.13
C 0.8613 -0.6056 -1.9887 -0.39 -0.61 -0.29
C -0.1731 -1.5257 -2.0808 1.68 0.94 -0.33
N -1.3011 -0.7784 -2.1009 -0.81 1.47 -4.12
Br -3.0253 -1.4072 -2.1715 0.33 0.06 0.10
C -1.0053 0.5728 -2.0573 -1.05 -2.53 -1.33
N 0.3021 0.6559 -2.0143 0.61 0.29 -0.73
H -0.0803 -2.6040 -2.1250 -0.49 0.25 0.16
H -1.7274 1.3797 -2.0980 0.29 -0.14 0.05
H 0.7859 1.5456 -1.9888 0.15 -0.16 0.03
C 0.9885 -6.1555 -0.3288 -0.21 0.23 -0.06
C -0.0759 -5.2008 -0.6593 0.02 -0.09 0.05
N -0.9098 -4.4525 -0.9183 0.23 -0.09 0.01
H 0.7266 -7.1433 -0.7020 -0.01 0.02 -0.02
H 1.9247 -5.8407 -0.7851 0.01 -0.05 0.02
H 1.1187 -6.2053 0.7505 0.01 0.01 -0.01
C -3.9813 4.1519 -1.6805 0.25 -0.02 -0.10
C -2.6429 3.8894 -2.2229 -0.10 0.12 0.06
N -1.5920 3.6837 -2.6445 -0.20 -0.21 0.16
H -4.6004 3.2610 -1.7704 -0.02 0.02 0.01
H -3.9048 4.4280 -0.6302 0.06 -0.01 -0.02
H -4.4475 4.9668 -2.2312 0.02 -0.01 -0.02
C -0.7475 0.3413 2.4429 0.14 -0.15 -0.33
C -0.7847 0.0043 1.0114 -0.17 0.03 0.94
N -0.8565 -0.2749 -0.1017 0.54 0.46 5.99
H -1.3779 1.2052 2.6435 0.11 0.03 0.01
H -1.1066 -0.5045 3.0277 0.00 -0.03 -0.05
H 0.2740 0.5725 2.7419 -0.05 0.03 0.00
C 0.7956 3.5484 1.0802 0.10 -0.41 0.15
C 0.6261 3.3920 2.5274 0.08 0.09 -0.07
N 0.4938 3.2602 3.6618 -0.02 -0.03 -0.23
H -0.1759 3.5508 0.5944 -0.01 0.10 0.03
H 1.3017 4.4859 0.8630 -0.02 0.00 -0.01
H 1.3930 2.7226 0.6902 0.14 0.03 0.14
C 5.4383 -0.3749 1.4343 -0.20 0.14 -0.08
C 4.2922 0.4341 1.0052 0.08 0.00 0.07
N 3.3960 1.0697 0.6692 0.07 -0.11 0.07
H 5.3164 -1.4002 1.0891 -0.01 0.01 0.00
H 6.3558 0.0356 1.0170 -0.02 0.01 0.00
H 5.5065 -0.3697 2.5204 -0.01 0.01 -0.01
C 2.8661 -10.0730 -0.8997 0.10 0.24 0.03
C 3.4448 -8.7376 -0.7065 0.04 -0.10 -0.01
N 3.9036 -7.6946 -0.5553 -0.19 -0.18 -0.03
H 2.1469 -10.2817 -0.1097 0.02 0.00 0.00
H 2.3626 -10.1212 -1.8635 0.02 0.00 0.00
H 3.6539 -10.8232 -0.8714 0.00 0.01 0.00
C -0.1914 7.7286 0.4138 -0.09 -0.23 -0.01
C -0.8689 6.4302 0.3280 -0.06 0.13 -0.01
N -1.4006 5.4137 0.2607 -0.07 0.38 0.00
H 0.2332 7.8577 1.4079 -0.02 -0.01 0.00
H 0.6065 7.7781 -0.3250 -0.02 -0.01 -0.01
H -0.9038 8.5289 0.2236 0.00 -0.02 0.00
C -3.9343 0.7754 1.4834 -0.37 0.13 -0.05
C -5.0082 1.6998 1.1039 0.05 0.00 0.09
N -5.8452 2.4285 0.8067 0.21 -0.13 -0.04
H -4.1779 -0.2256 1.1298 0.05 -0.01 0.01
H -2.9971 1.0942 1.0367 -0.08 0.05 -0.09
H -3.8226 0.7544 2.5663 -0.07 0.02 0.00
```
Positions in Å, forces in eV/Å.

Calculated values
charge	+1
Kohn-Sham gap	9.11	eV
HOMO	-12.058	eV

---

Formula: C19H27ClN2O5S2
Source: the OMol25 dataset
Level of theory: ωB97M-V/def2-TZVPD

```
56
Properties=species:S:1:pos:R:3:forces:R:3
C -3.2589 -3.3364 -2.2096 -0.20 -0.05 0.41
H -2.9147 -4.3664 -2.2516 0.11 -0.01 -0.10
H -3.7997 -3.0887 -3.1168 0.01 0.02 -0.10
H -2.4168 -2.6651 -2.0736 0.02 0.04 -0.14
S -4.4206 -3.1531 -0.8252 0.02 -0.03 0.07
C -3.2388 -2.9388 0.5445 -0.30 0.11 -0.46
C -2.8696 -1.4726 0.7270 -0.02 -0.22 0.20
H -2.5623 -1.0506 -0.2303 -0.22 0.06 0.03
H -3.7342 -0.9108 1.0824 0.06 0.00 -0.10
C -1.7249 -1.3186 1.7235 -0.40 0.38 -0.14
N -0.5301 -1.9977 1.2364 0.54 0.20 -0.52
S 0.0416 -1.2791 -0.1856 0.31 -0.38 0.12
O -0.2946 -2.1283 -1.2857 0.23 -0.24 -0.08
O -0.4699 0.0685 -0.2428 0.25 -0.05 -0.01
C 1.8128 -1.2260 0.0153 -0.57 -0.09 0.06
C 2.6090 -2.0381 -0.7700 -0.11 -0.10 -0.07
C 3.9849 -1.9687 -0.6409 0.04 0.11 0.06
C 4.5365 -1.0785 0.2727 -0.36 -0.05 -0.06
C 3.7315 -0.2619 1.0582 0.00 -0.08 -0.07
C 2.3563 -0.3376 0.9260 0.06 0.13 0.13
H 1.7054 0.2823 1.5243 -0.02 0.11 0.07
H 4.1782 0.4243 1.7597 0.05 0.06 0.05
Cl 6.2465 -0.9848 0.4328 0.22 0.01 0.02
H 4.6269 -2.5921 -1.2425 0.06 -0.04 -0.04
H 2.1376 -2.7057 -1.4732 0.03 -0.12 -0.11
H 0.2000 -1.9674 1.9361 0.20 0.00 0.06
C -1.3537 0.1325 2.0502 0.40 -0.36 0.67
O -0.2798 0.3995 2.5401 -0.21 0.12 0.10
O -2.3269 0.9947 1.8359 -0.33 0.08 -0.30
C -2.1327 2.3412 2.2638 0.11 0.70 0.44
H -3.0795 2.6681 2.6999 0.17 -0.04 -0.14
H -1.3506 2.3696 3.0322 -0.20 0.02 -0.14
C -1.7413 3.3614 1.1814 -0.25 -0.55 0.34
O -1.9399 4.5402 1.4011 -0.06 0.22 0.26
N -1.1771 2.8756 0.0739 0.22 -0.33 -0.46
H -1.0071 1.8851 -0.0368 -0.14 0.08 0.21
C -0.6961 3.7578 -0.9741 0.01 0.55 -0.16
C 0.8359 3.8241 -0.9787 -0.09 -0.16 0.14
C 1.4591 2.5234 -1.4774 0.11 0.25 -0.19
C 0.9463 2.1938 -2.8756 -0.07 -0.27 0.19
C -0.5722 2.0506 -2.8508 0.05 0.21 -0.20
C -1.2265 3.3346 -2.3459 -0.03 -0.15 0.14
H -2.3089 3.2058 -2.2882 -0.04 0.09 -0.02
H -1.0217 4.1437 -3.0507 -0.02 0.05 -0.04
H -0.8373 1.2151 -2.2028 -0.07 -0.05 -0.09
H -0.9430 1.8263 -3.8532 -0.05 -0.07 0.03
H 1.3993 1.2643 -3.2275 0.05 0.02 -0.09
H 1.2300 2.9922 -3.5665 0.05 0.01 -0.08
H 2.5477 2.6181 -1.4868 0.01 -0.05 0.07
H 1.2003 1.7059 -0.8030 0.08 -0.02 0.06
H 1.1412 4.6451 -1.6311 0.04 0.07 -0.02
H 1.1852 4.0494 0.0307 -0.01 0.10 0.01
H -1.0928 4.7477 -0.7191 0.09 -0.22 -0.08
H -2.0018 -1.7928 2.6753 0.11 0.07 -0.12
H -2.3569 -3.5344 0.3144 -0.01 -0.08 0.13
H -3.7250 -3.3337 1.4363 0.08 -0.07 0.04
```
Positions in Å, forces in eV/Å.

Calculated values
Kohn-Sham gap	8.36	eV
SMILES	CSCC[C@@H](NS(=O)(=O)c1ccc(Cl)cc1)C(=O)OCC(=O)NC1CCCCC1
HOMO	-8.457	eV

---

Formula: C19H27ClN2O5S2
Source: the OMol25 dataset
Level of theory: ωB97M-V/def2-TZVPD

```
56
Properties=species:S:1:pos:R:3:forces:R:3
C -6.8122 -0.2106 -0.0207 0.35 0.38 -0.15
H -6.5021 -0.1991 1.0198 -0.07 -0.12 0.09
H -7.8922 -0.1322 -0.0831 -0.09 -0.05 0.03
H -6.4762 -1.1185 -0.5132 -0.06 -0.13 0.02
S -6.1391 1.2312 -0.8932 0.09 -0.12 -0.08
C -4.3641 0.8237 -0.8596 -0.53 0.12 0.23
C -3.7477 1.0685 0.5099 0.32 0.03 -0.07
H -3.9136 2.1045 0.8095 0.01 -0.04 0.01
H -4.2116 0.4134 1.2508 0.00 0.04 0.04
C -2.2406 0.7900 0.5044 -0.17 -0.19 -0.34
N -1.6556 1.1784 1.7722 0.80 0.03 0.12
S -0.0082 0.8761 1.8678 -0.32 0.29 0.05
O 0.3908 1.1146 3.2163 -0.06 0.24 0.15
O 0.2885 -0.4124 1.2915 0.04 0.32 0.02
C 0.6347 2.1460 0.7945 -0.22 -0.42 0.26
C 0.9216 3.3813 1.3429 0.02 0.06 0.08
C 1.4104 4.3904 0.5324 0.01 -0.05 -0.08
C 1.6021 4.1401 -0.8213 -0.14 -0.28 0.21
C 1.3129 2.8967 -1.3699 0.01 0.10 0.06
C 0.8249 1.8923 -0.5521 0.03 -0.06 -0.06
H 0.6018 0.9150 -0.9518 0.01 -0.14 -0.11
H 1.4707 2.7203 -2.4220 0.02 -0.01 -0.09
Cl 2.2124 5.3892 -1.8342 0.08 0.17 -0.13
H 1.6446 5.3609 0.9398 0.03 0.08 0.03
H 0.7691 3.5272 2.3998 0.01 0.14 0.14
H -2.1253 0.7539 2.5615 0.02 -0.11 0.29
C -2.0113 -0.7003 0.2286 -0.45 0.04 0.16
O -2.4118 -1.5730 0.9508 -0.05 0.08 -0.01
O -1.3838 -0.8789 -0.9299 0.25 0.09 -0.43
C -1.1438 -2.2197 -1.3614 -0.08 -0.63 -0.21
H -1.3991 -2.9094 -0.5485 0.04 0.10 -0.17
H -1.7839 -2.4218 -2.2253 0.18 0.04 0.14
C 0.3151 -2.4548 -1.7821 -0.67 0.34 0.07
O 0.5654 -3.0923 -2.7848 -0.07 -0.28 -0.22
N 1.2276 -1.9271 -0.9590 0.36 0.28 0.44
H 0.9349 -1.4635 -0.1071 -0.13 -0.06 -0.19
C 2.6467 -2.1712 -1.1389 0.36 -0.22 -0.37
C 3.4447 -0.8639 -1.1625 -0.20 0.00 0.10
C 3.5416 -0.2136 0.2160 0.31 -0.06 -0.09
C 4.1266 -1.1889 1.2318 -0.29 0.11 0.12
C 3.2469 -2.4320 1.3101 0.32 -0.10 -0.10
C 3.1787 -3.1141 -0.0535 -0.20 0.06 0.01
H 2.5384 -3.9967 -0.0049 0.04 -0.06 -0.07
H 4.1795 -3.4414 -0.3439 0.05 -0.05 -0.01
H 2.2470 -2.1405 1.6363 -0.06 -0.04 0.10
H 3.6491 -3.1312 2.0459 -0.10 -0.01 0.05
H 4.1835 -0.7102 2.2109 0.10 0.00 0.03
H 5.1389 -1.4722 0.9324 0.08 0.00 0.03
H 4.1614 0.6839 0.1501 -0.07 0.06 0.01
H 2.5524 0.0918 0.5587 0.03 0.05 -0.02
H 4.4512 -1.0913 -1.5205 0.05 0.02 -0.05
H 2.9859 -0.1730 -1.8729 0.03 -0.02 -0.11
H 2.7310 -2.6637 -2.1149 0.00 0.12 0.22
H -1.7461 1.3779 -0.2748 -0.16 -0.08 -0.01
H -3.9063 1.4668 -1.6107 0.06 -0.05 -0.05
H -4.2565 -0.2166 -1.1677 0.09 -0.01 -0.10
```
Positions in Å, forces in eV/Å.

Calculated values
Kohn-Sham gap	8.89	eV
SMILES	CSCC[C@@H](NS(=O)(=O)c1ccc(Cl)cc1)C(=O)OCC(=O)NC1CCCCC1
HOMO	-8.908	eV

---

For each record above, in turn, the calculated electronic energy values are -38036.317, -117596.259, -67552.938, -67553.085 eV.